1.
62
Properties=species:S:1:pos:R:3:forces:R:3:mulliken_charge:R:1 method="wB97M-V/def2-TZVPD" total_charge=-2 spin_multiplicity=1 homo_lumo_gap_ev=4.591
Cs 0.20561 -1.36268 0.95949 0.01 -0.14 -0.07 1.012
O -4.81495 3.81050 -0.20411 0.00 0.01 -0.01 -0.710
C -3.72092 3.28716 -0.07623 0.00 -0.03 0.01 0.653
S -2.81236 2.56751 -1.39513 -0.03 0.05 0.00 -0.182
C -1.45072 1.91182 -0.47666 0.03 -0.02 0.03 -0.118
C -1.45179 2.19390 0.84846 0.03 -0.06 0.00 -0.252
S -0.34605 1.68756 2.09865 -0.04 0.11 0.09 -0.522
S -2.85266 3.11408 1.43819 0.00 0.03 -0.03 -0.227
S -0.36730 0.92995 -1.42369 0.09 0.05 -0.11 -0.419
N 3.04059 -0.74988 -0.36511 0.02 0.02 -0.01 -0.427
C 3.95858 -1.68432 0.14533 -0.03 0.01 0.00 0.737
C 4.41125 -1.59255 1.45847 0.01 -0.01 0.02 -0.389
C 5.25670 -2.56494 1.98158 -0.01 0.02 0.01 -0.401
C 5.66010 -3.64203 1.21144 0.01 -0.02 -0.04 -0.208
C 5.21158 -3.73339 -0.10081 0.00 0.01 0.02 -0.602
C 4.36876 -2.77065 -0.63030 0.00 0.01 0.00 -0.659
S 6.71425 -4.92926 1.88577 0.00 0.00 0.01 1.250
O 5.80934 -6.05137 2.10583 0.01 -0.01 0.00 -0.688
O 7.25848 -4.35388 3.10928 0.00 0.00 0.00 -0.720
O 7.70358 -5.17179 0.84241 -0.01 0.01 -0.01 -0.705
H 3.05518 0.16155 0.07087 0.00 0.00 -0.01 0.233
H 3.03374 -0.65928 -1.36942 -0.03 0.00 0.00 0.156
H 4.10778 -0.74804 2.06939 0.00 0.00 0.00 0.363
H 5.62316 -2.49247 2.99734 0.00 0.00 0.00 0.449
H 5.54058 -4.56811 -0.70680 0.00 0.00 0.00 0.348
H 4.02241 -2.85172 -1.65574 0.00 0.00 0.00 0.275
Cl -6.21140 3.09395 -5.82304 0.00 0.00 0.00 -0.264
C -6.31460 1.73513 -4.74298 0.00 0.00 -0.01 0.445
C -5.56067 1.71356 -3.58752 0.02 -0.01 0.01 -1.167
C -5.63715 0.60356 -2.75987 0.00 0.02 -0.02 1.228
C -6.45582 -0.48201 -3.05534 -0.01 -0.01 0.00 -0.428
C -6.48596 -1.74323 -2.21969 0.02 0.00 -0.01 0.043
C -6.36332 -1.57770 -0.69390 0.00 0.00 0.01 -1.597
N -5.03145 -1.43454 -0.14764 0.03 0.01 -0.04 0.235
C -4.43486 -0.28095 0.31818 0.00 -0.03 0.02 -0.683
C -3.17776 -0.63845 0.69696 -0.04 0.08 -0.04 -0.180
N -2.98339 -1.98469 0.48478 0.02 -0.05 0.05 -0.446
C -4.11157 -2.42548 -0.01237 -0.02 0.01 0.03 -0.321
O -5.60012 -2.75038 -2.70373 0.00 -0.01 0.01 -0.506
C -4.29310 -2.33146 -3.10740 -0.01 0.01 0.00 -0.007
C -4.24634 -1.88736 -4.54102 0.01 0.02 -0.01 -0.369
C -3.45431 -0.87279 -4.99032 0.00 -0.05 0.01 0.905
Cl -2.36632 0.04079 -4.03429 0.00 -0.01 -0.03 -0.091
S -3.63056 -0.60377 -6.67885 -0.02 0.04 0.01 -0.218
C -4.78809 -1.86499 -6.79932 0.02 -0.03 -0.01 -0.309
C -5.00724 -2.46380 -5.60038 -0.02 0.01 0.00 -1.158
C -7.22031 -0.39843 -4.22112 0.00 0.00 0.00 0.641
Cl -8.30176 -1.69158 -4.68617 0.01 0.00 0.00 -0.245
C -7.15689 0.68703 -5.07284 0.00 0.00 0.01 -0.894
H -4.90030 2.53091 -3.33590 0.00 0.01 0.00 0.397
H -4.99717 0.59209 -1.88730 0.00 -0.01 -0.01 -0.128
H -7.47573 -2.18153 -2.35578 0.00 0.00 0.00 0.754
H -6.80565 -2.46971 -0.24702 0.00 0.00 0.00 0.471
H -6.95743 -0.71978 -0.37604 0.00 -0.01 0.00 0.421
H -4.94758 0.66626 0.34709 0.00 -0.01 0.01 0.704
H -2.41277 0.01582 1.08714 -0.04 -0.03 0.08 0.178
H -4.32685 -3.44068 -0.30671 0.00 0.00 0.00 0.495
H -3.65883 -3.20767 -2.95947 0.00 0.00 -0.01 0.533
H -3.89547 -1.54293 -2.46582 0.00 0.00 0.00 0.010
H -5.24513 -2.09510 -7.74811 0.01 0.00 0.00 0.431
H -5.70936 -3.27084 -5.44835 0.00 0.00 0.00 0.434
H -7.74569 0.71069 -5.97786 0.00 0.00 0.00 0.440

2.
33
Properties=species:S:1:pos:R:3:forces:R:3:mulliken_charge:R:1 method="wB97M-V/def2-TZVPD" total_charge=+1 spin_multiplicity=1 homo_lumo_gap_ev=8.954
C -1.64512 1.77907 2.80668 -0.22 0.38 0.09 -0.073
C -1.62829 1.23515 1.74909 0.00 -0.80 0.29 -0.466
N -1.70165 0.26432 0.79250 -0.65 1.02 0.11 0.200
C -0.63356 -0.10674 0.13046 -0.15 -0.37 -0.58 0.383
N -0.83546 -1.08165 -0.84838 0.75 0.92 0.27 -0.093
C -0.07526 -0.79148 -2.11348 -0.63 -0.20 -1.77 -0.324
N -0.89740 -0.53930 -3.24833 0.25 -0.38 0.76 -0.543
O 0.74017 0.32981 -1.93844 0.03 -0.13 0.70 -0.430
C 1.45622 0.10151 -0.76475 0.98 0.26 0.15 -0.296
P 3.10062 1.00946 -0.80665 0.34 0.19 -0.95 0.816
O 3.19991 1.60122 -2.10413 -0.14 0.91 -1.44 -0.608
O 4.25189 -0.10527 -0.67554 -0.91 0.14 1.11 -0.491
O 3.20842 2.05519 0.39045 -0.06 -1.16 0.32 -0.490
N 0.58382 0.46212 0.36758 0.62 -1.05 -0.37 0.320
C 1.12488 0.07559 1.66083 -0.70 1.40 0.58 -0.192
C 1.85841 -0.97741 1.89575 0.77 -0.90 -0.18 -0.954
P -3.27336 -0.51142 0.47185 -1.74 -1.25 -0.53 0.917
O -3.20028 -1.91650 0.70135 0.76 -1.63 0.37 -0.592
O -3.68363 -0.13598 -1.02355 0.99 1.10 0.89 -0.456
O -4.34777 0.13161 1.42407 0.94 1.14 -0.47 -0.476
H -1.72564 2.28348 3.72824 0.09 0.41 0.39 0.446
H -0.55760 -1.97293 -0.43936 -0.40 -0.24 -0.07 0.296
H 0.48480 -1.69383 -2.36838 0.33 0.00 0.28 0.515
H -1.58343 0.17811 -3.06035 -0.14 0.03 -0.20 0.225
H -1.34262 -1.41869 -3.47920 -0.34 0.22 -0.33 0.333
H 1.70395 -0.96700 -0.77284 0.11 -0.08 0.40 0.602
H 4.14827 -0.64090 0.12194 0.41 -0.24 0.03 0.329
H 3.85796 1.73548 1.03134 0.05 0.41 0.29 0.373
H 0.91852 0.75262 2.47114 -0.57 0.03 0.07 0.415
H 2.32364 -1.57637 1.13072 -0.36 -0.50 -0.15 0.262
H 2.05116 -1.27220 2.91317 0.39 0.28 0.18 0.314
H -3.26082 0.71174 -1.23612 -0.39 0.03 -0.63 0.388
H -4.62075 1.00120 1.09231 -0.41 0.07 0.38 0.349

3.
49
Properties=species:S:1:pos:R:3:forces:R:3:mulliken_charge:R:1 method="wB97M-V/def2-TZVPD" total_charge=-1 spin_multiplicity=1 homo_lumo_gap_ev=9.340
Cl -2.05148 -1.36651 -0.27055 2.72 0.00 0.35 1.526
O -2.07555 -1.14444 -1.69776 -0.88 0.23 -0.03 -0.583
O -0.85882 -0.67460 0.24516 -0.50 0.38 0.18 -0.589
O -3.20152 -0.85179 0.42150 -0.36 -0.26 -0.46 -0.683
O -1.81129 -2.76731 -0.02487 -1.02 -0.13 0.10 -0.627
O 1.06331 -3.30766 -1.32418 -0.08 0.06 0.22 -0.690
H 0.41976 -2.59619 -1.21875 -0.06 -0.08 -0.08 0.312
H 1.20504 -3.61389 -0.41134 0.22 0.14 -0.59 0.398
O -1.64279 0.89460 2.88587 0.01 0.09 0.04 -0.651
H -1.47530 0.28408 2.15020 -0.11 0.03 -0.15 0.315
H -1.39310 1.75858 2.53979 -0.04 -0.06 -0.10 0.313
C -1.29508 -0.13445 -5.55183 0.28 -0.54 0.42 -1.477
C -1.53399 1.15441 -4.81747 0.01 0.98 0.25 0.552
C -0.80613 1.38772 -3.46822 -1.63 -1.91 -0.76 0.051
O -0.27929 2.68624 -3.57336 0.84 -0.08 0.31 -0.347
C -0.17809 3.02587 -4.87465 0.21 -0.12 -0.04 0.581
O 0.52334 3.89488 -5.29751 -0.45 -0.07 0.07 -0.563
O -0.96285 2.22635 -5.61383 -0.17 0.07 -0.46 -0.369
H -1.77731 -0.11766 -6.52672 -0.06 -0.02 0.01 0.347
H -1.65459 -0.98693 -4.97015 -0.29 0.13 -0.01 0.383
H -0.23034 -0.33899 -5.68787 0.04 0.32 -0.07 0.377
H -2.60167 1.33847 -4.67179 0.00 0.11 -0.38 0.217
H -0.15821 0.50472 -3.41952 1.03 0.87 0.63 0.224
H -1.51460 1.30922 -2.64974 0.19 0.20 0.20 0.000
C 1.38658 -0.17544 3.33820 0.75 -0.54 -0.67 -1.091
C 2.53115 0.77504 3.59519 -0.97 -0.24 0.19 0.411
C 3.53946 0.29441 4.63940 -0.14 1.31 -0.51 -0.413
O 4.78881 0.70821 4.06968 0.07 -0.28 0.30 -0.355
C 4.60589 1.14514 2.80439 0.02 -0.36 -0.14 0.636
O 5.48163 1.61503 2.15404 -0.14 0.00 -0.24 -0.541
O 3.32755 0.92672 2.41098 0.33 0.43 0.27 -0.333
H 1.85328 -1.13438 3.08673 -0.26 -0.13 0.10 0.260
H 0.82397 0.12330 2.45773 -0.11 0.12 0.11 0.107
H 0.71155 -0.29466 4.18146 0.04 0.15 0.07 0.415
H 2.11130 1.74464 3.88176 0.31 0.16 -0.16 0.302
H 3.48072 -0.77979 4.79513 0.28 -0.01 0.18 0.311
H 3.42072 0.92081 5.52113 -0.07 -0.67 0.45 0.278
C -3.41423 2.77837 -0.47780 0.54 -0.49 0.64 -0.157
O -3.19528 3.14589 0.88312 0.00 0.64 0.13 -0.550
H -2.68945 3.32246 -1.08226 -0.07 0.11 0.00 0.159
H -3.18528 1.71509 -0.55017 -0.29 -0.10 -0.49 -0.018
H -4.42675 3.01178 -0.81071 -0.05 -0.09 -0.01 0.258
H -3.49202 2.45050 1.47651 -0.04 -0.22 -0.22 0.325
C 0.75119 -4.09879 1.97099 -0.03 0.23 0.88 -0.371
O 1.91444 -4.17911 1.14679 -0.36 -0.71 0.20 -0.630
H 0.65771 -3.05665 2.27781 -0.49 -0.04 0.03 0.030
H -0.15869 -4.44824 1.48738 0.25 0.34 -0.68 0.268
H 0.78669 -4.72119 2.87363 0.51 0.03 -0.03 0.374
H 2.67961 -4.35387 1.69648 0.03 0.05 -0.03 0.307